Record 1
This record from the Open Molecules 2025 dataset describes a molecular structure, C6H7NO. The level of theory is ωB97M-V with the def2-TZVPD basis set.

XYZ file:
```
15
Properties=species:S:1:pos:R:3:forces:R:3
C 0.376799 -0.473756 -0.899329 -1.2 1.4 -0.2
C 0.832404 -0.671859 0.434108 1.0 -0.3 0.9
C 0.026033 0.306996 1.275512 0.1 -1.2 1.4
C -1.124705 0.579333 -0.215107 0.4 -0.3 -1.5
C 1.631532 -1.650898 0.860686 -0.1 0.3 -0.1
C -1.297039 1.852957 -0.596564 -0.1 -0.2 0.1
N 0.564003 -0.697648 -2.083459 0.0 -1.3 0.9
O -0.671916 -0.092321 2.244733 0.7 0.4 -1.0
H -0.148862 -1.007846 -2.738183 0.0 1.0 -0.1
H 0.596629 1.255254 1.366210 -0.6 0.3 -0.4
H -1.962502 -0.113407 -0.269899 -0.1 0.1 0.1
H 2.150598 -2.311116 0.176102 -0.1 0.0 0.1
H 1.776206 -1.763730 1.929390 0.0 -0.1 -0.1
H -2.228364 2.191920 -1.040220 -0.1 0.2 0.3
H -0.520816 2.596120 -0.443979 0.1 0.0 -0.3
```
Positions in Å, forces in eV/Å.

Output
Kohn-Sham gap (spin up / spin down) in eV: 7.5 / 7.5
E_HOMO (spin up / spin down) in eV: -8.4427 / -8.4403

Record 2
This record from the Open Molecules 2025 dataset describes a single C6H7NO molecule. The level of theory is ωB97M-V with the def2-TZVPD basis set.

XYZ file:
```
15
Properties=species:S:1:pos:R:3:forces:R:3
O 3.143922 -0.613827 -0.002552 -2.2 3.0 -0.8
C 2.381332 0.326652 -0.314603 -0.3 -2.1 -0.6
C 0.876434 0.108489 -0.695114 0.1 1.6 1.8
C -0.049074 1.084530 -0.418145 1.6 6.1 -0.4
C -1.320860 0.550026 -0.144081 -0.7 -5.4 0.1
C -0.732622 -0.383941 1.004085 0.6 0.7 0.9
C 0.014187 -1.118889 -0.339641 -0.2 -0.1 1.1
N -1.436254 -0.723331 -1.067426 0.8 -0.2 2.2
H 2.693615 1.435009 -0.402016 -0.2 -1.5 0.3
H -0.096488 2.283437 -0.055802 1.4 -3.1 -1.5
H -2.351669 0.774973 0.097623 0.4 2.0 -0.3
H 0.067633 0.302981 1.715503 -2.5 -2.6 -1.3
H -1.737152 -0.819465 1.431495 2.5 0.0 0.2
H 0.784082 -2.101839 -0.366532 -3.1 2.1 0.0
H -2.237086 -1.104802 -0.442794 1.8 -0.7 -1.7
```
Positions in Å, forces in eV/Å.

Output
Kohn-Sham gap in eV: 9.0
SMILES: O=CC1=C[C@@H]2C[C@H]1N2
E_HOMO in eV: -8.9514

Record 3
This record from the Open Molecules 2025 dataset describes a single C6H7NO molecule. The level of theory is ωB97M-V with the def2-TZVPD basis set.

XYZ file:
```
15
Properties=species:S:1:pos:R:3:forces:R:3
C -1.811449 0.952586 -0.035227 -4.9 1.3 -1.2
O -2.650903 -0.186087 -0.019171 3.9 -0.8 0.8
C -1.676360 -1.197066 0.077735 -1.1 -2.8 -1.6
C -0.419325 -0.775609 -0.179188 -1.8 0.0 1.6
C -0.525229 0.702577 -0.149745 1.8 -3.2 -0.2
C 0.861622 1.140152 -0.020306 2.3 4.9 0.3
C 1.829356 -0.178332 0.045714 0.4 1.0 -0.9
N 0.840729 -1.406568 -0.218747 1.2 5.3 -1.3
H -2.606737 1.712244 -0.230424 1.9 0.4 0.6
H -2.006221 -2.271197 0.024914 -0.1 1.5 0.3
H 1.187596 1.963328 -0.879749 -0.6 -2.4 1.9
H 0.920540 1.906299 0.978375 0.2 -2.4 -2.4
H 2.279268 -0.134154 1.113515 -0.5 -0.7 -1.9
H 2.731784 -0.045347 -0.829784 -2.6 -0.8 2.6
H 1.045332 -2.182831 0.322092 0.0 -1.5 1.4
```
Positions in Å, forces in eV/Å.

Output
Kohn-Sham gap in eV: 9.0
SMILES: c1occ2c1CCN2
E_HOMO in eV: -8.0409

Record 4
This record from the Open Molecules 2025 dataset describes a single C6H7NO molecule. The level of theory is ωB97M-V with the def2-TZVPD basis set.

XYZ file:
```
15
Properties=species:S:1:pos:R:3:forces:R:3
C 3.288472 0.682545 -0.444086 -5.5 -1.3 2.5
C 2.268695 0.215226 0.254990 6.7 3.3 -5.6
C 1.031665 -0.422548 0.657307 1.8 0.2 6.6
C 0.363437 -1.392897 -0.097454 0.1 -3.5 -5.1
N -0.185206 -0.076589 -0.046333 -2.1 -1.4 -0.7
C -1.673147 0.093375 -0.014937 0.5 -0.9 -0.8
C -1.870274 1.611268 0.121519 2.0 0.4 -0.2
O -2.428574 -0.820175 -0.356850 2.0 2.5 1.2
H 3.961660 1.303776 -1.213674 -1.7 -1.9 2.5
H 1.119572 -0.834700 1.868848 -0.8 1.9 -3.1
H -0.222013 -2.254623 0.297710 0.6 0.9 0.2
H 0.928887 -1.687911 -1.099176 -1.5 0.6 1.9
H -2.155649 2.038291 -0.965043 1.2 -0.8 2.6
H -0.737329 1.838714 0.593899 -3.3 0.6 -1.7
H -2.623186 1.972157 0.832534 0.0 -0.5 -0.2
```
Positions in Å, forces in eV/Å.

Output
Kohn-Sham gap in eV: 10.5
SMILES: C#C[C@@H]1CN1C(C)=O
E_HOMO in eV: -9.8277

Record 5
This record from the Open Molecules 2025 dataset describes a single C6H7NO molecule. The level of theory is ωB97M-V with the def2-TZVPD basis set.

XYZ file:
```
15
Properties=species:S:1:pos:R:3:forces:R:3
C -1.746464 0.946396 -1.070603 3.4 4.3 -1.2
C -0.469592 0.873188 -0.639951 -2.3 -3.5 0.8
C -0.101430 -0.415685 0.079112 -2.5 1.3 0.1
C -1.309077 -1.170363 -0.112526 1.7 -2.0 1.3
N -2.030567 -2.035904 -0.343316 -1.5 0.4 -0.7
O -3.017719 -2.632982 -0.728081 0.0 -0.9 0.2
C 0.711617 -0.495615 1.320305 -0.7 -0.3 3.8
C 1.245550 -1.000223 0.094711 1.9 1.0 -2.7
H -1.904292 1.813246 -1.740152 -0.5 -0.6 0.3
H -2.551318 0.464750 -0.649887 -1.6 -1.2 0.5
H 0.377229 1.316281 -0.974382 1.9 2.3 -1.3
H 0.506952 -1.429532 1.906733 -0.3 1.4 0.0
H 0.954241 0.342777 1.995605 0.1 -0.2 -1.0
H 1.972344 -0.554342 -0.598213 -0.1 -0.1 0.7
H 1.244681 -2.028737 0.183587 0.4 -2.0 -0.7
```
Positions in Å, forces in eV/Å.

Output
Kohn-Sham gap in eV: 9.8
SMILES: C=CC1(C#[N+][O-])CC1
E_HOMO in eV: -9.0427

Record 6
This record from the Open Molecules 2025 dataset describes a single C6H7NO molecule. The level of theory is ωB97M-V with the def2-TZVPD basis set.

XYZ file:
```
15
Properties=species:S:1:pos:R:3:forces:R:3
C 1.816630 -0.383400 -0.062850 -2.1 3.4 -0.8
C 0.916999 -1.336634 -0.103119 0.8 -2.1 0.0
C -0.427451 -0.804921 0.226771 -1.1 -3.0 0.4
O -1.806953 -1.380091 -0.119435 2.1 2.5 -0.1
N -2.534394 -0.169934 -0.024147 -1.5 -1.1 0.6
C -1.813071 0.874236 0.065868 0.0 0.3 -1.5
C -0.416619 0.524483 -0.335925 1.1 1.4 -1.4
C 0.998497 0.996015 0.073551 0.3 -1.6 1.7
H 2.871233 -0.360251 -0.168627 0.7 -0.5 0.0
H 1.267802 -2.353112 -0.165687 -0.6 -0.5 0.1
H -0.543926 -0.785806 1.310233 0.3 0.3 0.4
H -2.359063 1.808609 -0.023924 0.2 0.0 0.4
H -0.378623 0.404416 -1.460836 -0.3 0.2 0.9
H 0.953284 1.110725 1.177243 0.2 0.6 -0.4
H 1.455650 1.855669 -0.389109 -0.1 0.2 -0.2
```
Positions in Å, forces in eV/Å.

Output
Kohn-Sham gap in eV: 10.7
SMILES: C1=C[C@@H]2ON=C[C@H]2C1
E_HOMO in eV: -9.7466

Record 7
This record from the Open Molecules 2025 dataset describes a single C6H7NO2 molecule. The level of theory is ωB97M-V with the def2-TZVPD basis set.

XYZ file:
```
16
Properties=species:S:1:pos:R:3:forces:R:3
C -1.988289 -1.792606 -1.396307 0.4 0.4 0.1
C -0.966151 -1.181577 -1.171868 -0.1 -0.5 -0.4
C -0.393841 -0.408872 1.727754 -0.1 -1.5 -0.5
C 0.321852 0.941279 -0.796669 0.3 -0.1 0.4
C 0.855710 1.338991 0.600310 0.2 -0.2 -0.5
C 0.235774 -0.536413 -0.974680 0.2 0.3 0.9
N 0.050007 0.822834 1.693495 0.0 1.2 0.4
O -0.940009 -1.115998 2.522999 0.1 0.7 -0.1
O 1.437246 -1.199754 -1.018583 -0.3 0.4 -0.1
H -2.902065 -2.295721 -1.490891 -0.5 -0.3 -0.1
H -0.663272 1.379006 -0.955148 0.0 0.0 0.0
H 1.029430 1.352981 -1.524109 -0.1 0.1 -0.1
H 1.877445 0.955655 0.688805 0.0 0.2 0.0
H 0.872525 2.425636 0.692110 0.1 -0.1 0.0
H -0.100770 1.461667 2.473624 0.0 -0.3 0.0
H 1.274407 -2.147107 -1.070843 -0.1 -0.1 0.0
```
Positions in Å, forces in eV/Å.

Output
Kohn-Sham gap (spin up / spin down) in eV: 7.7 / 7.3
E_HOMO (spin up / spin down) in eV: -7.4725 / -7.0669

Record 8
This record from the Open Molecules 2025 dataset describes a molecular structure, C6H7NO2S. The level of theory is ωB97M-V with the def2-TZVPD basis set.

XYZ file:
```
17
Properties=species:S:1:pos:R:3:forces:R:3
C 1.513702 2.304779 -1.390247 3.7 1.1 -0.3
C 1.658061 0.980391 -0.924177 -1.3 -2.9 0.3
C 0.526376 2.877171 -0.707689 -1.9 -0.7 -0.1
C 0.547484 0.798399 -0.082073 3.0 -0.1 -2.0
C -2.021444 -2.281895 0.637398 2.9 -2.6 0.5
C 0.060981 -0.388869 0.556164 -3.8 -1.0 3.2
N 0.855697 -1.622291 0.693314 1.4 0.6 -0.4
O 0.560117 -2.317396 1.624161 0.3 0.0 1.1
O -0.159669 1.922940 0.026770 0.4 0.9 0.0
S -1.045793 -1.402877 -0.527149 -0.3 1.0 -2.0
H 2.359089 2.866431 -1.883790 -1.5 -0.7 0.1
H 2.305475 0.097386 -1.304363 -1.1 2.0 0.9
H -0.001380 3.780984 -0.864338 -0.1 0.8 0.3
H -1.512148 -2.174898 1.605972 -0.5 -0.3 -0.2
H -2.054009 -3.378673 0.372179 0.2 1.1 0.2
H -2.960942 -1.922776 0.648391 -3.2 1.3 0.2
H -0.631599 -0.138808 1.519479 1.9 -0.5 -2.0
```
Positions in Å, forces in eV/Å.

Output
Kohn-Sham gap in eV: 9.1
E_HOMO in eV: -8.6375

For each record above, in turn, the calculated max |F| values are 1.864; 6.375; 5.612; 9.328; 5.589; 4.081; 1.586; 5.067 eV Å⁻¹.
For each record above, in turn, the calculated energy values are -9867.022; -9865.889; -9869.208; -9866.624; -9867.119; -9869.081; -11916.176; -22751.174 eV.
For each record above, in turn, the calculated relative energy (zero: lowest compared OMol25 entry of this formula, charge and spin) values are 5.636; 6.768; 3.450; 6.034; 5.539; 3.577; 4.255; 4.729 eV.